(1)
82
Properties=species:S:1:pos:R:3:forces:R:3 method="wB97M-V/def2-TZVPD" e_above_lowest_kj_mol=41.28 homo_energy_ha="-0.17352 / -0.19399" multiplicity=3 lumo_energy_ev="2.5 / 1.2" energy_ev=-220834.149 gap_ha="0.265 / 0.237" charge=-1 molar_mass_g_mol=759.806 max_force_ev_per_a=0.6
Ti -1.34763 -1.08492 -0.63561 -0.383 -0.448 -0.134
C 3.38214 3.96248 0.39403 -0.001 0.007 0.005
C 3.24396 2.90264 -0.70764 0.015 -0.034 -0.003
C 3.47776 3.55465 -2.07698 0.011 0.006 0.003
C 4.32131 1.84472 -0.47838 0.019 -0.052 0.028
C 1.84414 2.29420 -0.66133 0.008 -0.014 -0.018
C 1.60972 0.92583 -0.49567 0.010 0.068 -0.050
C 0.30818 0.53726 -0.52401 0.099 0.165 0.192
Br -1.91883 -0.87080 -3.22457 -0.026 0.041 -0.100
C -0.85204 1.32058 -0.53219 0.112 0.310 -0.035
O -2.02949 0.74984 -0.37929 0.087 -0.082 0.070
C -0.60087 2.69689 -0.76559 -0.051 0.022 -0.050
C 0.72617 3.11621 -0.80176 -0.034 0.000 0.016
C -1.70117 3.75942 -0.92552 0.010 -0.018 0.009
C -1.62301 4.74581 0.24824 -0.001 0.003 0.007
C -3.12585 3.19782 -0.97735 0.005 -0.009 -0.007
C -1.46760 4.51381 -2.24410 0.004 0.013 -0.009
H 4.38219 4.40447 0.37074 0.000 -0.002 -0.001
H 3.22525 3.51402 1.37682 -0.001 -0.007 -0.002
H 2.65593 4.76709 0.27102 -0.001 0.005 -0.001
H 4.48729 3.97175 -2.13277 -0.002 0.003 0.000
H 2.76797 4.36304 -2.26038 -0.011 -0.005 0.003
H 3.36111 2.82096 -2.87655 0.007 -0.006 0.002
H 5.30872 2.31117 -0.51174 -0.001 0.004 -0.009
H 4.29033 1.06590 -1.24378 0.007 0.011 0.005
H 4.20382 1.37459 0.50087 0.009 -0.019 -0.030
H 2.40387 0.19985 -0.37752 0.009 -0.001 0.023
H 0.90160 4.17735 -0.93574 0.007 -0.002 0.005
H -1.79648 4.22796 1.19362 0.000 -0.002 0.000
H -2.38501 5.52243 0.13735 -0.001 0.000 0.002
H -0.64779 5.23281 0.30537 0.001 -0.003 -0.005
H -3.40320 2.70565 -0.04770 0.003 -0.001 0.009
H -3.24148 2.47261 -1.78214 0.008 -0.009 -0.008
H -3.81383 4.03081 -1.15217 0.001 -0.007 -0.002
H -0.50227 5.02158 -2.26566 -0.006 -0.002 0.001
H -2.24651 5.26871 -2.38114 -0.001 0.000 0.001
H -1.50549 3.82250 -3.08761 -0.001 -0.002 0.002
Br -0.95100 -1.97424 6.22138 0.008 0.003 -0.048
C -1.03148 -1.68814 4.33364 -0.106 0.037 0.106
C -0.78772 -0.42500 3.82698 -0.305 0.168 0.063
C -0.84707 -0.23709 2.44884 -0.316 0.173 -0.029
C -1.13815 -1.26650 1.54532 -0.198 0.032 0.052
C -1.38801 -2.52051 2.12453 -0.369 0.240 0.170
C -1.33676 -2.74741 3.49744 -0.089 0.039 -0.023
H -0.54990 0.39488 4.49301 0.016 -0.008 -0.004
H -0.64541 0.76396 2.07667 -0.004 -0.009 0.008
H -1.61552 -3.37023 1.48673 -0.057 -0.005 -0.031
H -1.53070 -3.73013 3.90913 0.019 -0.003 0.002
C -5.64415 -1.94072 -0.54753 -0.007 -0.006 0.002
C -5.14297 -2.83328 -1.68328 -0.002 0.000 -0.002
C -3.71453 -3.13748 -1.26131 -0.013 -0.016 -0.007
O -3.31271 -2.00168 -0.44939 0.158 0.044 -0.023
C -4.42002 -1.09123 -0.27016 0.007 0.004 -0.008
H -5.89860 -2.53975 0.32975 -0.006 0.002 0.001
H -6.50840 -1.33649 -0.82143 0.003 0.005 -0.003
H -5.13761 -2.27919 -2.62344 0.002 0.009 0.005
H -5.73242 -3.74067 -1.81160 0.005 -0.002 -0.001
H -3.02419 -3.21321 -2.09842 -0.006 -0.021 0.013
H -3.62897 -4.02288 -0.63128 0.001 0.005 -0.018
H -4.32000 -0.27709 -0.99168 -0.002 0.004 0.007
H -4.34671 -0.69223 0.74021 -0.012 -0.007 0.005
C 4.56556 -3.35716 -0.49644 0.027 -0.034 -0.014
C 3.57647 -2.86598 0.52166 0.064 -0.004 0.012
C 3.83773 -1.73498 1.28597 0.061 0.069 -0.082
C 2.89973 -1.26015 2.18579 -0.131 -0.148 -0.019
Cl 3.24681 0.20353 3.07258 -0.009 0.029 0.045
C 1.69395 -1.91062 2.38457 0.284 -0.122 0.083
C 1.44564 -3.06237 1.65526 0.422 -0.185 -0.160
C 2.36690 -3.52287 0.72670 -0.157 0.238 0.213
O 2.07038 -4.66103 0.01423 0.171 -0.206 -0.067
C 1.37500 -4.42445 -1.20767 -0.145 -0.013 -0.145
C -0.01922 -3.85330 -0.92444 0.089 0.046 0.340
O -0.92132 -4.59940 -0.57811 -0.108 -0.058 -0.118
O -0.09309 -2.56543 -0.98760 -0.078 -0.037 -0.047
H 5.57146 -3.01632 -0.25088 0.003 0.005 -0.008
H 4.32214 -2.98338 -1.49408 -0.005 -0.008 -0.004
H 4.56315 -4.44573 -0.54537 0.002 0.008 -0.004
H 4.77833 -1.21366 1.16713 0.041 0.051 -0.016
H 0.95669 -1.51852 3.07279 0.470 -0.260 -0.124
H 0.51242 -3.59746 1.76657 0.342 -0.024 -0.009
H 1.27683 -5.40244 -1.67190 -0.027 0.009 -0.062
H 1.93444 -3.74369 -1.85405 0.045 0.020 0.027


(2)
79
Properties=species:S:1:pos:R:3:forces:R:3 method="wB97M-V/def2-TZVPD" homo_energy_ha=-0.40378 multiplicity=1 lumo_energy_ev=-4.0 energy_ev=-54201.410 gap_ha=0.257 charge=+1 molar_mass_g_mol=585.528 max_force_ev_per_a=0.8
C -1.19437 1.16192 4.85087 0.174 0.445 -0.232
C -0.13613 1.58551 3.82969 0.066 -0.119 0.254
P 1.20535 0.33671 3.48856 0.135 0.350 0.231
C 0.70108 -1.23364 4.31422 0.325 -0.095 -0.340
C 0.96318 -0.04020 1.68166 0.331 -0.128 -0.399
C 2.11238 -0.05304 0.84246 -0.594 -0.099 -0.560
C 3.47400 0.17377 1.42413 -0.068 -0.073 0.054
C 1.88296 -0.31264 -0.51555 0.600 -0.047 0.470
I 3.48361 -0.53341 -1.84665 -0.207 0.072 0.124
C 0.57531 -0.51355 -0.99226 0.100 -0.041 0.053
C 0.20901 -0.69387 -2.43068 -0.150 0.330 0.145
C 0.28095 0.63482 -3.21091 -0.101 -0.112 0.012
C -0.96085 1.51982 -3.02047 0.232 0.301 -0.186
C -0.72727 2.71640 -2.10275 -0.295 -0.029 0.043
O 0.14373 2.37204 -1.01822 -0.041 -0.228 0.050
N -0.43954 -0.53661 -0.15639 0.029 0.095 0.037
N -0.22300 -0.30562 1.11619 -0.145 0.041 0.312
C -1.46445 -0.32997 1.93186 -0.408 -0.332 -0.161
C -2.60601 -1.12650 1.31077 -0.032 0.227 0.187
C -3.49714 -0.32885 0.36235 -0.160 -0.248 -0.052
C -4.30269 0.78427 1.03391 -0.171 -0.281 -0.208
C -5.24047 0.30364 2.14339 0.205 0.209 -0.048
C -6.21377 1.39070 2.59994 0.257 -0.239 0.147
C -7.32747 1.65564 1.60319 0.036 0.279 -0.023
O -8.30486 2.52908 2.12643 -0.090 -0.050 -0.017
C -7.99924 3.89202 1.90976 -0.172 -0.252 0.058
H -1.67161 0.22854 4.56808 -0.166 -0.019 0.202
H -0.75495 1.07277 5.84083 0.016 -0.204 0.076
H -1.94606 1.94503 4.92340 -0.166 -0.037 -0.004
H 0.41261 2.43938 4.22178 0.001 0.107 0.024
H -0.58970 1.93012 2.90272 0.045 0.026 -0.039
H 1.62542 -1.75939 4.54019 0.040 -0.082 0.043
H 0.21827 -1.00848 5.25932 -0.118 0.007 0.054
H 0.08769 -1.89597 3.70995 -0.146 -0.071 0.117
H 4.20971 0.40405 0.66693 0.044 -0.002 -0.178
H 3.46046 0.97474 2.15379 -0.039 0.088 0.054
H 3.79933 -0.72260 1.95328 0.062 -0.065 0.007
H 0.82551 -1.46646 -2.88239 0.122 0.000 -0.054
H -0.82808 -1.01911 -2.44464 -0.015 -0.261 -0.051
H 0.40784 0.38716 -4.26168 -0.050 -0.012 -0.086
H 1.15672 1.20854 -2.92137 0.222 -0.032 -0.011
H -1.22551 1.92777 -3.99586 -0.165 0.034 -0.018
H -1.82771 0.95116 -2.68731 0.045 -0.203 0.112
H -0.30750 3.55022 -2.66448 0.231 0.014 -0.011
H -1.68448 3.05509 -1.70420 -0.072 0.050 -0.027
H -0.16972 2.81879 -0.23101 0.051 0.195 0.053
H -1.21840 -0.74940 2.89764 0.177 0.046 -0.079
H -1.77442 0.69895 2.09148 -0.015 0.019 -0.085
H -3.21777 -1.44817 2.15419 -0.028 -0.084 0.046
H -2.23099 -2.03871 0.85393 0.081 -0.025 -0.138
H -2.91688 0.06180 -0.47250 0.095 0.101 0.020
H -4.20972 -1.02834 -0.08042 -0.037 -0.046 -0.017
H -4.91528 1.23365 0.25262 0.073 0.206 -0.060
H -3.64753 1.57080 1.41617 0.012 0.130 0.047
H -4.65085 -0.02510 3.00052 -0.011 -0.039 0.109
H -5.79242 -0.57215 1.79448 -0.068 -0.074 -0.031
H -5.64311 2.30040 2.79858 -0.044 0.143 0.002
H -6.66425 1.09669 3.54729 -0.122 -0.013 0.026
H -7.82239 0.71985 1.34633 -0.113 -0.074 0.041
H -6.93020 2.08492 0.67705 0.041 -0.074 -0.117
H -8.77159 4.47256 2.40280 -0.017 0.074 0.088
H -8.02139 4.12640 0.84277 0.112 0.043 -0.092
H -7.02596 4.14858 2.33111 0.092 0.146 -0.004
C 5.45871 -2.92546 -4.98015 0.034 0.010 -0.023
O 6.34494 -1.86550 -4.66926 -0.048 -0.036 0.037
C 6.75971 -1.85150 -3.31486 -0.043 0.191 -0.096
C 8.13805 -2.44554 -3.12894 0.042 -0.166 0.137
O 8.15420 -3.82739 -3.43203 -0.066 0.028 -0.083
C 8.69960 -4.12511 -4.70719 0.023 -0.023 0.034
H 5.35900 -2.96068 -6.06300 -0.007 0.039 -0.004
H 5.83881 -3.88582 -4.62544 -0.015 -0.002 0.013
H 4.46869 -2.74549 -4.54228 -0.002 -0.043 0.021
H 6.03631 -2.38808 -2.68910 0.029 -0.061 0.021
H 6.78246 -0.80392 -2.99064 0.023 -0.014 0.013
H 8.43088 -2.33445 -2.07993 0.004 0.034 -0.011
H 8.86462 -1.90397 -3.74164 -0.012 0.022 -0.028
H 9.78395 -3.97702 -4.70752 -0.004 0.026 -0.034
H 8.25132 -3.51009 -5.49083 0.008 0.013 -0.005
H 8.48933 -5.17249 -4.91405 0.011 -0.010 0.037


(3)
88
Properties=species:S:1:pos:R:3:forces:R:3 method="wB97M-V/def2-TZVPD" e_above_lowest_kj_mol=91.38 homo_energy_ha=-0.35076 multiplicity=1 lumo_energy_ev=-1.9 energy_ev=-56487.808 gap_ha=0.280 charge=+1 molar_mass_g_mol=690.329 max_force_ev_per_a=2.7
Sr -0.06192 0.02038 0.13553 0.841 1.220 -2.281
C -1.27217 -0.94600 -3.10599 -0.023 0.190 0.076
C 0.05663 -1.66493 -3.18172 0.161 0.003 0.110
O 0.68919 -1.53290 -1.91500 0.074 -0.221 -0.273
C 2.08948 -1.77318 -1.91842 -0.241 0.058 0.065
C 2.83252 -0.55554 -2.42115 0.001 0.193 0.020
O 2.40868 0.56129 -1.65138 0.130 -0.049 -0.048
C 2.61590 1.81964 -2.26234 0.022 -0.197 0.001
C 1.77743 2.82569 -1.51405 -0.248 0.008 0.013
O 0.40638 2.44916 -1.42206 0.235 0.047 -0.054
C -0.35994 2.58475 -2.61630 0.082 0.160 0.180
C -0.50399 1.29231 -3.37379 -0.029 -0.193 -0.025
O -1.13309 0.35320 -2.52460 -0.068 -0.105 -0.118
H -1.95477 -1.49565 -2.46036 -0.005 0.028 0.058
H -1.70974 -0.87636 -4.10652 -0.028 0.019 -0.030
H 0.69460 -1.24964 -3.96719 0.000 0.016 -0.037
H -0.11791 -2.71970 -3.41157 0.016 -0.067 -0.010
H 2.34149 -2.65085 -2.51867 0.009 -0.043 -0.044
H 2.35740 -1.97054 -0.88149 -0.032 -0.013 0.014
H 2.61604 -0.36684 -3.47798 -0.006 -0.021 -0.057
H 3.91203 -0.71757 -2.33104 0.056 0.039 0.009
H 2.33470 1.77377 -3.31918 -0.004 0.031 -0.055
H 3.66749 2.12554 -2.21985 0.069 -0.030 0.018
H 1.88020 3.80906 -1.98413 -0.031 0.030 -0.016
H 2.12363 2.89845 -0.48343 -0.024 0.008 0.019
H 0.08010 3.34582 -3.26813 0.002 0.027 -0.003
H -1.35138 2.92565 -2.31221 -0.006 0.008 0.040
H 0.46864 0.92070 -3.70980 0.005 0.001 0.010
H -1.11988 1.47525 -4.26274 -0.019 -0.022 -0.040
C -1.18960 3.20820 4.61149 -0.056 -0.107 -0.060
N -1.20208 1.99124 3.80895 -0.050 0.057 0.107
C -2.46413 1.25704 3.76368 0.002 0.152 0.019
C -0.19756 1.60336 3.01780 0.008 -0.160 -0.015
O -0.25695 0.59824 2.31467 -0.154 0.525 1.630
C 1.07093 2.45365 2.98190 0.089 0.013 -0.133
O 1.82982 2.16835 1.82330 -0.032 -0.064 0.081
C 3.07613 1.53564 1.99918 -0.065 0.062 -0.040
C 3.04376 0.06605 1.57726 -0.212 0.038 0.114
O 2.02754 -0.40475 1.08262 1.271 -0.279 0.461
N 4.15786 -0.65042 1.79344 0.155 0.013 -0.038
C 5.42928 -0.02615 2.14786 -0.084 -0.143 0.033
C 4.18336 -2.06239 1.42367 0.066 0.078 0.015
H -1.69970 3.01043 5.55265 -0.015 -0.003 0.006
H -1.71209 4.02118 4.10073 -0.003 -0.002 -0.007
H -0.17999 3.52779 4.85026 0.021 -0.032 -0.010
H -2.81198 1.07231 4.77855 -0.003 -0.007 0.026
H -2.32020 0.31575 3.24686 0.039 -0.038 -0.028
H -3.21476 1.84653 3.23114 -0.017 0.003 0.009
H 1.64463 2.28019 3.89706 0.032 -0.012 0.013
H 0.81195 3.51012 2.94907 -0.005 0.101 -0.014
H 3.41588 1.62497 3.03252 0.002 -0.008 0.049
H 3.80492 2.05618 1.37277 0.038 0.042 -0.015
H 5.30090 0.75124 2.89661 -0.003 0.001 0.007
H 5.93120 0.40099 1.27657 -0.007 -0.014 -0.027
H 6.07860 -0.78549 2.57649 0.004 -0.014 0.004
H 3.16581 -2.42919 1.32876 -0.021 0.035 0.019
H 4.69556 -2.62126 2.20564 0.005 -0.010 -0.007
H 4.71439 -2.21440 0.48053 -0.005 0.016 -0.003
C -4.74107 -0.52127 -0.50847 -0.107 0.090 -0.079
C -3.38350 0.00131 -0.16099 0.033 0.105 0.059
N -2.35092 -0.73748 0.01730 -0.901 -0.613 0.135
N -2.44953 -2.08973 -0.19871 0.194 0.145 0.005
C -1.30412 -2.70862 0.13265 -0.155 0.121 0.059
O -0.30868 -2.18588 0.71122 -0.522 -1.145 0.046
C -1.22878 -4.14039 -0.30112 0.013 0.071 0.059
C -0.01265 -4.80845 -0.20277 0.021 -0.070 -0.005
C 0.10787 -6.11704 -0.65265 -0.053 0.047 0.012
C -0.99330 -6.76727 -1.19756 0.034 0.042 0.020
C -2.21245 -6.10675 -1.28807 0.025 0.050 0.031
C -2.32975 -4.79709 -0.84424 -0.041 -0.107 -0.057
C -3.16969 1.46628 0.03667 0.118 -0.386 0.098
C -4.22761 2.36453 -0.05339 -0.165 0.084 -0.003
C -4.00858 3.70346 0.21847 -0.070 0.046 0.005
C -2.73512 4.12530 0.56935 -0.013 -0.015 -0.013
C -1.73074 3.17258 0.59823 0.032 -0.178 -0.096
N -1.92553 1.87970 0.33716 -0.422 0.444 -0.032
H -4.69340 -1.59949 -0.61850 0.012 -0.012 0.006
H -5.10729 -0.08297 -1.44165 0.011 -0.016 0.035
H -5.46554 -0.27828 0.27412 0.024 -0.006 -0.028
H 0.82763 -4.28385 0.23559 -0.025 -0.020 -0.020
H 1.05697 -6.63315 -0.57325 -0.021 0.010 -0.003
H -0.90351 -7.78804 -1.54743 0.006 0.012 0.011
H -3.07397 -6.61395 -1.70460 0.023 0.009 0.010
H -3.27251 -4.27178 -0.91275 0.029 -0.013 0.001
H -5.21358 2.01273 -0.32391 0.023 0.029 0.024
H -4.82610 4.41109 0.16016 0.011 -0.010 0.000
H -2.52100 5.16198 0.79268 0.002 -0.029 -0.011
H -0.70475 3.46617 0.80997 -0.051 -0.050 -0.008